1.
32
Properties=species:S:1:pos:R:3:forces:R:3:lowdin_charge:R:1 method="wB97M-V/def2-TZVPD" s2=6.0324 homo_ev="-0.70 / -0.92" lumo_ev="5.243 / 5.091" charge=-2 orbital_gap_ev="5.94 / 6.01" multiplicity=5
C -0.719134 0.826377 -1.731814 0.744 -1.051 -0.309 -0.456
C -0.848204 -0.583402 -2.113088 1.499 1.025 -0.470 -0.325
C 0.459036 -1.107545 -2.271973 -1.051 0.677 0.097 -0.310
C -2.100217 -1.241712 -2.542493 -0.429 -0.417 0.308 -0.091
C 1.416597 -0.078894 -1.999831 -1.141 1.127 -0.119 -0.270
C 0.722537 1.115061 -1.726686 0.081 -1.277 -0.988 -0.289
C 1.328698 2.460333 -1.654676 0.203 0.442 0.351 -0.078
C -1.785082 1.843745 -1.915542 -0.208 0.321 -0.142 -0.096
C 0.765501 -2.505589 -2.664385 -0.008 -0.321 0.072 -0.080
C 2.888442 -0.234132 -1.993385 0.253 -0.095 0.137 -0.060
Ru -0.470285 0.162853 0.297694 2.622 -0.160 0.809 1.072
Cl -3.393694 -3.692619 0.092910 -0.210 -0.350 -0.188 -0.823
Cl -2.602822 -0.290771 0.603403 -2.470 -0.204 0.466 -0.018
Cl 0.476027 -1.956290 0.562721 0.465 -1.126 -0.119 -0.021
H -2.965533 -0.612680 -2.310408 0.104 -0.203 -0.069 0.054
H -2.248723 -2.195330 -2.014951 -0.148 0.112 -0.083 0.015
H -2.074163 -1.426070 -3.629781 -0.023 0.019 0.207 0.081
H -0.012271 -3.187255 -2.292010 0.236 0.156 -0.057 0.080
H 1.733623 -2.827528 -2.259132 -0.212 0.021 -0.045 0.062
H 0.809251 -2.601261 -3.761384 -0.006 -0.011 0.118 0.076
H 3.172475 -1.136605 -1.441886 0.061 0.065 -0.019 0.070
H 3.347898 0.628785 -1.505792 0.102 -0.119 -0.022 0.062
H 3.303765 -0.307014 -3.005330 0.031 -0.043 0.002 0.074
H 2.263195 2.407136 -1.090332 -0.008 0.219 0.045 0.067
H 0.665424 3.157606 -1.140403 0.173 -0.070 -0.019 0.055
H 1.570927 2.867178 -2.648503 -0.106 -0.159 0.026 0.079
H -2.736763 1.463321 -1.527396 0.163 0.186 -0.131 0.038
H -1.893468 2.085207 -2.986657 -0.075 0.068 0.199 0.081
H -1.520955 2.751116 -1.361589 -0.175 -0.080 -0.095 0.065
O -0.072353 2.020377 0.750576 -0.052 0.747 -0.259 -0.424
H 0.260819 1.770895 1.630581 -0.161 0.306 0.064 -0.043
F 0.167953 0.130908 2.207138 -0.255 0.197 0.232 -0.647

=====

2.
12
Properties=species:S:1:pos:R:3:forces:R:3:lowdin_charge:R:1 method="wB97M-V/def2-TZVPD" homo_ev="-6.33 / -6.33" lumo_ev="-1.875 / -1.875" charge=0 orbital_gap_ev="4.45 / 4.45"
H -2.502293 1.060879 -0.287446 0.415 0.488 0.141 0.086
O -0.509648 1.354273 0.280557 -1.104 -0.179 -0.186 0.033
C 0.718760 0.987584 0.069154 0.265 -1.313 0.095 -0.685
C -1.622650 0.436646 -0.101654 -0.085 1.294 0.020 -0.014
O 1.665918 1.760640 0.232723 0.694 0.218 -0.109 0.038
O 0.989374 -0.237417 -0.327982 0.271 0.095 -0.754 -0.182
C 0.381446 -1.439338 0.434049 0.447 -0.874 0.708 -0.114
H -1.386536 0.007647 -1.082622 0.074 -0.600 0.776 0.100
H -1.879894 -0.170207 0.771407 0.592 -0.422 -0.725 0.089
H -0.397767 -1.937289 -0.171238 0.115 0.622 -0.334 -0.022
H 1.231016 -2.138530 0.324277 -0.125 0.200 0.170 -0.028
Cu 3.312274 0.315112 -0.141223 -1.559 0.471 0.197 0.698

=====

3.
19
Properties=species:S:1:pos:R:3:forces:R:3:lowdin_charge:R:1 method="wB97M-V/def2-TZVPD" homo_ev=-8.78 lumo_ev=0.651 charge=0 orbital_gap_ev=9.43 smiles="C=CC(=C)C.O.O"
C -0.935786 -1.366846 -2.894008 0.322 0.235 1.149 0.019
C -0.586163 -0.255426 -2.248462 -0.433 0.879 -0.330 -0.149
C -0.585933 -0.015181 -0.779397 -0.705 -0.782 0.310 -0.347
C -0.766029 -1.006289 0.104567 -0.262 -0.803 -0.182 0.008
C -0.767247 1.408550 -0.302004 -0.245 -0.342 -0.517 -0.062
H -0.994235 -2.254909 -2.274433 -0.276 -0.297 -0.480 0.051
H -1.229029 -1.371655 -3.929618 0.307 -0.146 -0.165 0.054
H -0.585320 0.689319 -2.792340 0.245 -0.193 -0.193 0.092
H -1.158358 -0.919236 1.109077 0.444 0.770 0.197 0.071
H -0.742721 -2.067969 -0.138796 0.228 0.205 -0.494 0.061
H -1.597740 1.358305 0.401833 0.421 0.435 0.450 0.086
H -1.095868 2.087251 -1.090803 0.147 -0.128 -0.171 0.072
H 0.166037 1.784380 0.109692 -0.220 0.176 0.391 0.064
O 1.523543 -0.998709 2.218751 0.007 0.075 -0.105 -0.050
H 2.351466 -1.474391 2.220375 0.431 -0.248 0.388 0.047
H 1.398430 -0.846093 1.276865 -0.483 0.141 -0.275 0.022
O 1.211048 1.890427 2.415285 -0.628 -0.200 -0.103 -0.068
H 1.242152 0.935985 2.603768 0.316 0.303 -0.018 0.002
H 2.079976 2.251552 2.566971 0.383 -0.081 0.147 0.026

=====

4.
70
Properties=species:S:1:pos:R:3:forces:R:3:lowdin_charge:R:1 method="wB97M-V/def2-TZVPD" homo_ev="-17.55 / -17.55" lumo_ev="-12.495 / -12.276" charge=+3 orbital_gap_ev="5.05 / 5.27"
Rh -1.071504 -1.474654 -0.219474 2.217 0.525 0.103 1.001
C 5.914296 -1.152054 1.375926 -0.138 -0.132 -0.299 -0.013
C 5.385796 -0.491954 0.085826 0.376 0.254 0.370 -0.554
C 5.998896 -1.146054 -1.156074 -0.176 -0.224 0.016 -0.021
C 5.803596 0.979046 0.114026 -0.326 -0.118 -0.121 -0.045
C 3.887996 -0.696154 0.042126 0.186 0.153 -0.071 -0.105
C 3.365496 -1.980554 -0.117674 -0.412 0.074 -0.075 0.043
C 2.003396 -2.155254 -0.240174 0.545 -0.713 -0.052 -0.099
N 1.140296 -1.147154 -0.192174 -2.092 -0.644 0.228 0.008
C 1.603496 0.099746 -0.008574 0.184 0.612 0.101 -0.167
C 2.966296 0.348646 0.125526 -0.516 -0.280 -0.164 0.103
C 0.561396 1.141646 0.034026 0.813 0.585 -0.093 -0.169
C 0.813196 2.513446 0.003326 -0.136 -0.833 0.111 0.104
C -0.242804 3.424046 0.051026 0.126 0.346 0.072 -0.099
C -1.530804 2.887146 0.099426 -0.077 -0.475 0.073 0.044
C -1.709704 1.520246 0.127426 -0.721 1.024 0.062 -0.079
N -0.691204 0.667946 0.097926 -0.984 -1.770 -0.757 -0.007
C -0.052204 4.930046 0.077926 0.212 0.174 -0.163 -0.552
C -0.718904 5.467246 1.350126 -0.187 -0.093 -0.049 -0.019
C 1.414396 5.362146 0.092626 -0.146 -0.254 -0.011 -0.045
C -0.715004 5.514146 -1.183274 -0.117 -0.088 0.176 -0.016
H 6.991196 -1.015154 1.426626 0.079 -0.050 0.023 0.105
H 5.695896 -2.216954 1.381926 0.086 -0.167 0.083 0.085
H 5.468796 -0.705154 2.261126 -0.034 0.084 0.096 0.097
H 7.071296 -0.973154 -1.170574 0.073 -0.029 0.015 0.105
H 5.571896 -0.735554 -2.069874 0.021 0.098 -0.077 0.100
H 5.822596 -2.220154 -1.161974 0.144 -0.094 -0.054 0.082
H 6.887296 1.061946 0.082926 0.035 -0.099 0.036 0.104
H 5.467696 1.465746 1.025626 -0.064 0.191 0.095 0.092
H 5.421396 1.503246 -0.758874 -0.059 0.216 -0.078 0.095
H 4.004296 -2.848454 -0.166874 0.029 -0.030 -0.027 0.132
H 1.602796 -3.144854 -0.405774 -0.049 -0.025 0.069 0.102
H 3.306196 1.357646 0.286026 0.022 0.107 -0.026 0.119
H 1.830796 2.861146 -0.058774 0.080 0.052 0.029 0.118
H -2.399904 3.523646 0.123026 -0.071 0.064 0.039 0.130
H -2.702604 1.100746 0.200526 0.012 -0.097 -0.079 0.096
H -0.284304 5.024046 2.243226 0.085 -0.037 0.095 0.100
H -1.786604 5.264446 1.357726 -0.146 0.070 0.053 0.083
H -0.579104 6.542646 1.407726 -0.011 0.107 -0.029 0.105
H 1.923396 4.983446 0.975826 0.196 -0.086 0.059 0.095
H 1.479996 6.447446 0.131726 -0.090 0.018 -0.016 0.104
H 1.924396 5.043746 -0.812874 0.213 -0.068 -0.076 0.093
H -1.785304 5.320646 -1.193874 -0.126 0.054 -0.053 0.085
H -0.281904 5.097446 -2.090274 0.075 -0.028 -0.075 0.098
H -0.563804 6.590846 -1.200774 -0.031 0.061 0.013 0.105
O -3.262104 -1.350354 -0.370874 2.394 -0.330 1.706 -0.709
S -4.506404 -1.152454 -1.212674 -1.310 0.241 -0.704 1.010
C -5.657704 -2.540654 -0.817974 0.138 0.309 -0.031 -0.272
C -6.710304 -1.978254 0.120126 -0.304 0.073 0.070 -0.213
C -6.917304 -0.517954 -0.276374 -0.238 -0.191 0.149 -0.218
C -5.536604 0.100646 -0.320174 0.241 -0.192 -0.326 -0.281
H -5.082604 -3.365754 -0.402974 0.172 0.034 -0.092 0.099
H -6.083704 -2.832154 -1.777074 0.036 -0.026 -0.055 0.103
H -6.379104 -2.035654 1.157726 0.019 -0.047 0.002 0.127
H -7.637004 -2.546154 0.029626 0.067 -0.013 0.052 0.136
H -7.544404 0.001746 0.449026 0.033 0.055 -0.079 0.138
H -7.404704 -0.446254 -1.249174 -0.042 0.022 -0.023 0.131
H -5.114404 0.214946 0.678126 0.164 -0.119 0.011 0.105
H -5.490304 1.041846 -0.862674 0.100 -0.002 -0.062 0.100
I -1.077004 -2.973254 -2.525974 0.090 0.298 1.547 1.263
C -1.030204 -4.277354 -0.804874 -0.001 -0.638 -0.374 -0.653
C -1.149404 -5.646854 -0.913574 0.016 0.387 -0.139 -0.055
C -1.104804 -6.375954 0.272126 0.071 0.137 0.103 0.022
C -0.920704 -5.710154 1.475026 0.052 0.178 -0.234 0.019
C -0.794904 -4.326954 1.471826 0.070 -0.009 0.703 -0.059
N -0.858104 -3.625854 0.341526 -0.730 1.492 -1.818 -0.086
H -1.271404 -6.119854 -1.876374 -0.026 -0.078 -0.037 0.127
H -1.195604 -7.452254 0.249526 -0.027 -0.077 -0.025 0.143
H -0.865304 -6.251454 2.406826 0.021 0.021 0.090 0.138
H -0.618704 -3.774654 2.385926 -0.108 0.040 -0.005 0.142

=====

Number 1: largest force on an atom 2.75 eV/Å. Number 2: largest force on an atom 1.64 eV/Å. Number 3: largest force on an atom 1.22 eV/Å. Number 4: largest force on an atom 2.96 eV/Å.